Record 1
# C19H16CsF6N5O4S2Se

C19H16CsF6N5O4S2Se as an isolated structure (ωB97M-V/def2-TZVPD, OMol25).

Output
Net charge: -2
HOMO energy (alpha / beta) (eV): -0.7404 / -0.3604
Energy relative to the best compared isomer or geometry (same formula, charge and spin) (kcal per mole): 0.0
Energy (a.u.): -5125.4961
M (g/mol): 768.36

Geometry as XYZ:
```
54
C19H16CsF6N5O4S2Se | OMol25 | ωB97M-V/def2-TZVPD
Cs -1.2718 -0.3280 -0.9337
Se 5.4438 1.3077 5.0941
N 5.4659 0.9636 3.3051
C 4.1770 0.8400 2.9650
C 3.7520 0.5558 1.6162
C 4.6844 0.3838 0.5791
C 4.2453 0.1158 -0.6908
C 2.8628 0.0272 -0.9139
N 1.9647 0.1849 0.0325
C 2.3832 0.4389 1.2893
C 1.3842 0.5965 2.3363
N 0.0820 0.4676 2.0066
C -0.8240 0.6165 2.9474
C -0.5131 0.8995 4.2862
C 0.8055 1.0267 4.6358
C 1.8007 0.8753 3.6555
C 3.1999 1.0018 3.9853
N 3.6268 1.2680 5.2256
H 5.7372 0.4674 0.8166
H 4.9387 -0.0279 -1.5098
H 2.4850 -0.1847 -1.9104
H -1.8636 0.5125 2.6477
H -1.3061 1.0139 5.0141
H 1.1123 1.2431 5.6510
F -6.6093 3.4338 -0.3316
C -6.2773 2.3323 -1.0134
F -6.2036 2.6408 -2.3036
F -7.2650 1.4383 -0.8606
S -4.7101 1.5974 -0.3514
O -4.3264 0.6223 -1.3423
O -5.1088 1.1617 0.9523
N -3.6729 2.7586 -0.2172
S -2.9022 3.4578 -1.4027
O -3.7425 4.0731 -2.3922
O -1.7416 2.7422 -1.8536
C -2.2306 4.8671 -0.4260
F -1.4557 4.4581 0.5729
F -3.2131 5.6203 0.0766
F -1.4969 5.6375 -1.2408
C 0.6486 -2.7965 -3.4722
C 0.2376 -3.9180 -2.5071
C -0.2849 -5.0968 -3.3464
C 1.4978 -4.3822 -1.7558
C -0.8162 -3.4159 -1.5284
H 1.4053 -3.1265 -4.1960
H 1.0631 -1.9566 -2.9074
H -0.2266 -2.4374 -4.0201
H 0.4521 -5.4323 -4.0903
H -1.1977 -4.8058 -3.8728
H -0.5280 -5.9417 -2.6968
H 2.2857 -4.7162 -2.4459
H 1.2530 -5.2095 -1.0848
H 1.8944 -3.5655 -1.1483
H -1.1008 -4.3062 -0.9249
```

Here are the Mulliken charges for atoms 1 to 5, given in e:
1 Cs 1.033
2 Se -0.068
3 N -0.992
4 C 0.749
5 C 0.832

***

Record 2
# C19H26F16IN2O4P

A 3-piece molecular cluster, C19H26F16IN2O4P overall (ωB97M-V/def2-TZVPD, OMol25).

Output
SMILES string: NCCCCC[C@@]1(I)C[C@H]([PH2]=O)C(=O)N1.FC(F)C(F)(F)COC(F)(F)C(F)F.FC(F)C(F)(F)COC(F)(F)C(F)F
HOMO energy (eV): -9.2618
Energy (a.u.): -3386.9729
M (g/mol): 808.27

Geometry as XYZ:
```
69
C19H26F16IN2O4P | OMol25 | ωB97M-V/def2-TZVPD
N -0.4989 -0.0490 -2.8327
C -1.9526 0.1249 -2.8152
C -2.6843 -0.6388 -3.9406
C -1.9579 -1.8649 -4.5355
C -1.6195 -1.7737 -6.0376
C -0.1760 -1.3666 -6.3914
C -0.0435 -0.0352 -7.1135
I -0.7564 -0.3264 -9.1638
C -0.7329 1.1675 -6.4703
C -0.0406 2.3587 -7.1559
P -1.0950 3.2062 -8.3969
O -2.3835 2.5527 -8.7214
C 1.2757 1.7632 -7.6535
O 2.0995 2.3400 -8.2928
N 1.3550 0.3830 -7.2689
H -0.1287 -0.0936 -3.7699
H -0.0320 0.6823 -2.3172
H -2.3121 -0.2285 -1.8452
H -2.2380 1.1828 -2.8804
H -3.6382 -0.9682 -3.5240
H -2.9471 0.0549 -4.7444
H -1.0508 -2.0671 -3.9604
H -2.5894 -2.7445 -4.3986
H -1.8137 -2.7480 -6.4885
H -2.3126 -1.0876 -6.5349
H 0.2767 -2.1232 -7.0331
H 0.4458 -1.3301 -5.4836
H -0.3723 1.1555 -5.4331
H -1.8200 1.1686 -6.4652
H 0.2144 3.1434 -6.4378
H -0.2212 3.4688 -9.4652
H -1.2440 4.4729 -7.8008
H 1.8390 0.3044 -6.3746
F -0.8811 -1.3421 2.5700
C 0.2826 -1.7640 3.0981
F 0.0446 -2.2197 4.3497
C 1.2822 -0.6054 3.1932
F 0.8239 0.3174 4.0603
F 2.4093 -1.1709 3.7344
C 1.7391 0.0590 1.8912
O 1.0676 1.2542 1.5580
C -0.0384 1.2569 0.7697
F -0.3579 0.0321 0.3311
F 0.2318 2.0176 -0.3305
C -1.2290 1.9318 1.4684
F -1.5146 1.2866 2.6141
F -2.3019 1.8576 0.6508
H 0.6896 -2.5776 2.4930
H 2.7697 0.3582 2.0767
H 1.7350 -0.6578 1.0699
H -0.9965 2.9767 1.6790
F 2.7461 -0.1967 9.8569
C 3.1777 0.3954 8.7253
F 3.5798 1.6491 9.0283
C 2.0474 0.4762 7.6928
F 1.0701 1.2815 8.1450
F 2.6268 1.0744 6.6027
C 1.4672 -0.8408 7.1706
O 0.2685 -1.2749 7.7767
C 0.2604 -2.1047 8.8507
F 1.4956 -2.4965 9.2067
F -0.4346 -3.2227 8.5152
C -0.4881 -1.4766 10.0367
F 0.0901 -0.3119 10.3869
F -0.4224 -2.3220 11.0885
H 4.0260 -0.1627 8.3213
H 1.1939 -0.6338 6.1393
H 2.2262 -1.6237 7.1595
H -1.5313 -1.3048 9.7671
```

Here are the Mulliken charges for atoms 1 to 5, given in e:
1 N -0.506
2 C -0.554
3 C -0.813
4 C -1.024
5 C -0.682

***

Record 3
# C38H41Cl2NOSiZn

C38H41Cl2NOSiZn as an isolated structure (ωB97M-V/def2-TZVPD, OMol25).

Output
HOMO energy (eV): -6.4492
Energy (a.u.): -4591.8805
M (g/mol): 692.13

Geometry as XYZ:
```
85
C38H41Cl2NOSiZn | OMol25 | ωB97M-V/def2-TZVPD
C 4.6656 4.3933 0.8165
Si 4.6501 2.7330 1.6623
C 6.2390 1.7971 1.3615
C 4.3433 2.9042 3.4818
O 3.4684 1.7915 0.9688
C 2.0702 1.5521 1.0099
C 1.7574 0.4895 2.0838
C 2.7489 -0.3640 2.5777
C 2.3947 -1.4456 3.3868
C 1.0591 -1.6701 3.7183
C 0.0903 -0.7372 3.3472
C 0.4415 0.3402 2.5334
C 1.3582 2.8954 1.2396
C 1.0482 3.2993 2.5415
C 0.5290 4.5792 2.7769
C 0.3584 5.4695 1.7136
C 0.7158 5.0792 0.4195
C 1.2328 3.8006 0.1840
C 1.7804 0.8699 -0.3824
C 2.7259 -0.3232 -0.6572
C 1.9467 -1.5819 -0.3045
C 0.4621 -1.2024 -0.3692
N 0.4289 0.2402 -0.5134
C -0.6184 0.8693 -1.0568
C -1.8902 0.3599 -1.3522
C -2.5168 -0.8896 -1.2345
C -3.9074 -0.9153 -0.7521
C -4.7676 -1.9630 -1.1427
C -6.1261 -1.9460 -0.8493
C -6.6422 -0.9761 0.0177
C -5.7924 0.0241 0.5043
C -4.4608 0.0894 0.0924
H 5.5526 4.9629 1.1403
H 4.7053 4.2674 -0.2754
H 3.7654 4.9743 1.0594
H 7.0940 2.3627 1.7664
H 6.2158 0.8077 1.8438
H 6.3993 1.6465 0.2836
H 5.2935 3.1859 3.9574
H 3.6046 3.6804 3.7092
H 4.0000 1.9667 3.9350
H 3.7992 -0.2012 2.3145
H 3.1670 -2.1423 3.7272
H 0.7797 -2.5537 4.3015
H -0.9481 -0.8623 3.6688
H -0.3150 1.0778 2.2525
H 1.2259 2.6302 3.3862
H 0.2578 4.8698 3.7944
H -0.0248 6.4782 1.8939
H 0.5925 5.7612 -0.4253
H 1.5748 3.5226 -0.8135
H 1.8987 1.6258 -1.1753
H 2.9150 -0.3082 -1.7406
H 3.6848 -0.2432 -0.1404
H 2.1717 -2.4384 -0.9545
H 2.1765 -1.9140 0.7150
H -0.0287 -1.7159 -1.1963
H -0.0987 -1.4927 0.5408
H -0.4699 1.9343 -1.2660
H -2.5361 1.1250 -1.8215
H -1.9940 -1.8409 -1.1190
H -4.3554 -2.7805 -1.7348
H -6.7828 -2.7044 -1.2815
H -7.6843 -1.0196 0.3333
H -6.1843 0.7575 1.2122
H -3.8310 0.9099 0.4428
Cl 2.0410 -4.3888 1.6223
Zn 0.0661 -3.5875 1.5270
Cl -2.0202 -3.1004 1.6239
C -0.9041 -3.6033 -3.4866
C -0.7905 -2.1991 -3.3729
C -2.1045 -1.6277 -3.4381
C -3.0175 -2.6788 -3.8296
C -2.2764 -3.9262 -3.7764
C -2.9238 -5.1200 -4.1178
C -4.2028 -5.0627 -4.6680
C -4.8857 -3.8378 -4.8170
C -4.3091 -2.6437 -4.3716
H -0.0973 -4.3450 -3.4347
H 0.1323 -1.6331 -3.2415
H -2.3257 -0.5868 -3.6777
H -2.3942 -6.0667 -4.0119
H -4.6965 -5.9805 -4.9801
H -5.8754 -3.8228 -5.2751
H -4.8300 -1.6806 -4.4315
```

Here are the Mulliken charges for atoms 1 to 5, given in e:
1 C -1.074
2 Si 0.358
3 C -1.157
4 C -0.998
5 O -0.582

***

Record 4
# C4H31NO12

A 12-piece molecular cluster, C4H31NO12 overall (ωB97M-V/def2-TZVPD, OMol25).

Output
Net charge: +1
HOMO energy (alpha / beta) (eV): -13.6478 / -13.6439
Multiplicity: 2
Energy relative to the best compared isomer or geometry (same formula, charge and spin) (kcal per mole): 0.0
Energy (a.u.): -1128.3242
M (g/mol): 285.29

Geometry as XYZ:
```
48
C4H31NO12 | OMol25 | ωB97M-V/def2-TZVPD
C 3.0288 1.1475 -1.2584
C 1.7438 0.9371 -0.4562
C 0.9357 2.2587 -0.2644
C -0.4517 1.9515 0.2197
N -0.8503 1.8917 1.5052
O -1.4326 1.8537 -0.5745
H 2.8499 1.2405 -2.3459
H 3.5322 0.1890 -1.3232
H 3.5471 2.0801 -0.9914
H 1.1591 0.1915 -1.0034
H 1.8122 0.5567 0.5722
H 1.5409 2.8883 0.4082
H 0.7007 2.5401 -1.3110
H -0.2069 1.9223 2.3134
H -1.8208 1.6864 1.7337
H 4.4756 1.3359 2.1382
H 3.6358 1.9304 0.8946
O 3.8024 1.9472 1.8364
H -2.2098 -0.9475 1.3190
H -2.0985 -1.3853 -0.1792
O -2.0140 -1.7027 0.7354
H 0.8357 -1.5330 -2.8895
H 1.2834 -1.0914 -4.2937
O 1.1222 -0.7494 -3.4082
H 2.0855 2.1039 3.0847
H 1.7035 1.3751 4.3429
O 1.4633 1.4322 3.4083
H -3.2432 1.1118 0.0772
H -3.9871 0.3258 1.1656
O -3.1756 0.8528 1.0024
H -2.8768 -2.7265 -2.3445
H -2.1557 -1.2297 -2.5898
O -2.3046 -2.0287 -2.0213
H -4.9058 -1.8386 0.3363
H -3.7454 -1.8991 1.2002
O -4.6643 -1.5609 1.2346
H -0.0068 -0.4993 2.6126
H 1.3686 -0.0314 2.2140
O 0.6288 -0.5650 1.8803
H -1.4957 0.8651 -1.8901
H -0.4955 0.1334 -2.8427
O -1.4334 0.3874 -2.7431
H 1.1530 -2.3936 1.2492
H -0.1609 -3.1291 0.9147
O 0.7995 -3.2472 0.9882
H -0.5926 -2.6902 -1.5624
H 0.8474 -2.9845 -1.1551
O 0.2730 -2.9028 -1.9391
```

Here are the Mulliken charges for atoms 1 to 5, given in e:
1 C -1.804
2 C 0.269
3 C -0.263
4 C 0.326
5 N 0.205

***

Record 5
# C4H10NOP

C4H10NOP in the gas phase (ωB97M-V/def2-TZVPD, OMol25).

Output
HOMO energy (alpha / beta) (eV): -7.7056 / -8.2507
Energy relative to the best compared isomer or geometry (same formula, charge and spin) (kcal per mole): 84.5
Energy (a.u.): -629.6373
M (g/mol): 119.10

Geometry as XYZ:
```
17
C4H10NOP | OMol25 | ωB97M-V/def2-TZVPD
C -0.1609 -0.3088 1.4353
C 0.3590 0.0314 0.1010
C 1.1535 -1.0664 -0.6188
C 1.1533 1.3501 0.1587
N -0.9973 0.2822 -0.5702
O -2.1519 -1.4950 0.4670
P -2.4256 -0.5856 -0.7119
H -0.1172 -1.3787 1.7038
H -0.4924 0.4898 2.0356
H 1.5128 -0.5979 -1.6008
H 0.4792 -1.8948 -0.9261
H 2.0125 -1.3780 -0.0823
H 2.1880 1.2287 0.5149
H 0.6884 2.2053 0.7392
H 1.1777 1.6975 -0.8627
H -0.9072 0.9301 -1.3099
H -3.4720 0.4900 -0.4728
```

Here are the Mulliken charges for atoms 1 to 5, given in e:
1 C -1.178
2 C 1.518
3 C -1.456
4 C -1.409
5 N -0.223

***

Record 6
# C2H4OS

C2H4OS in the gas phase (ωB97M-V/def2-TZVPD, OMol25).

Output
SMILES string: C[C@@H]1OS1
HOMO energy (eV): -8.8447
Energy relative to the best compared isomer or geometry (same formula, charge and spin) (kcal per mole): 53.3
Energy (a.u.): -551.9437
M (g/mol): 76.12

Geometry as XYZ:
```
8
C2H4OS | OMol25 | ωB97M-V/def2-TZVPD
C 0.0770 0.1420 -0.3983
C -1.1359 -0.2256 0.5713
O -1.9478 -1.1242 0.0961
S -2.8361 0.3681 -0.1684
H 0.7172 0.9111 0.0649
H -0.3964 0.4089 -1.3346
H 0.5086 -0.9070 -0.5517
H -1.0609 -0.0516 1.5947
```

Here are the Mulliken charges for atoms 1 to 5, given in e:
1 C -0.842
2 C 0.010
3 O -0.307
4 S -0.144
5 H 0.298